(1)
Here is a molecular structure, C33H66NO9Rb from the OMol25 dataset. Energies are from ωB97M-V with the def2-TZVPD basis set.

Energy above the lowest of the compared OMol25 structures with the same formula, charge and spin: 0.00 kcal per mole
E_tot: -55861.4839 eV
Multiplicity: 1
Orbital gap: 0.17079 Eh
Charge: 0

XYZ file:
```
110
Properties=species:S:1:pos:R:3:forces:R:3
Rb 0.0854 0.3698 -0.3928 0.5 -0.4 0.1
C 0.5609 -4.6001 1.7494 0.2 0.6 0.1
C 0.1750 -3.0941 1.8761 -1.3 0.1 -0.3
C -0.5273 -2.8793 3.2948 0.6 0.5 -0.7
C 0.4426 -2.5729 4.3862 1.4 -0.3 -0.2
C 1.4678 -1.5061 3.9776 -1.3 0.2 0.7
C 2.2112 -1.7373 2.6841 1.4 -0.3 -0.3
N 1.2687 -2.0998 1.5946 -0.7 0.7 -0.5
O 1.8585 -2.2030 0.2267 -0.8 0.0 2.2
C 3.3391 -2.8363 2.9022 -1.3 0.4 -0.3
C 2.9117 -0.3678 2.3957 0.2 -0.6 -1.3
C -1.0205 -2.8138 0.8562 2.2 0.2 -0.1
H 1.1083 -4.8296 0.8352 0.1 0.4 0.0
H -0.3346 -5.2216 1.7499 -0.1 0.0 0.1
H 1.1852 -4.8930 2.5935 0.0 -0.1 0.0
H -1.1185 -3.7393 3.6093 0.0 -0.3 -0.4
H -1.2285 -2.0455 3.3270 -0.2 0.3 -0.8
H 1.0061 -3.4902 4.5570 0.0 -0.1 0.6
H -0.1152 -2.2683 5.2718 0.3 -0.1 0.3
H 2.1572 -1.3371 4.8048 0.3 -0.2 0.0
H 0.9334 -0.5604 3.8867 -0.2 0.3 -0.2
H 2.8553 -3.6607 3.4261 0.2 -0.3 -0.1
H 4.1916 -2.5392 3.5130 0.0 0.4 -0.1
H 3.6405 -3.1524 1.9035 0.2 -0.1 0.1
H 3.6241 -0.4607 1.5760 -0.1 -0.3 -0.1
H 3.5205 0.0424 3.2014 -0.4 -0.2 0.5
H 2.2053 0.3848 2.0453 -0.3 0.0 0.3
H -1.2848 -1.7588 0.9285 -0.6 -0.2 0.5
H -1.8386 -3.5272 0.9565 -0.1 0.2 0.3
H -0.6079 -2.8836 -0.1503 0.1 -0.3 -0.1
C 4.7690 0.0232 -3.0392 1.2 -1.0 0.8
C 5.7179 -0.2534 -1.8500 0.3 1.5 -0.2
O 6.9204 -0.2681 -1.9961 -0.1 -0.5 -0.4
C 5.1263 -0.2130 -0.4807 -0.1 -0.5 0.2
H 3.8980 -0.6084 -2.8642 -0.3 0.3 -0.4
H 5.3401 -0.2461 -3.9277 -0.3 -0.1 -0.2
H 4.5522 1.0908 -3.0762 -0.2 -0.1 0.2
H 5.8851 0.1642 0.2048 -0.2 0.4 0.0
H 4.9112 -1.2100 -0.0963 -0.3 -0.2 -0.3
H 4.1877 0.3410 -0.4974 0.1 0.1 0.3
C 1.8623 -0.4860 -5.1793 -0.6 0.1 -0.1
C 1.4410 0.5349 -4.1508 -0.7 -0.1 1.1
O 0.6199 0.2468 -3.2824 1.0 0.5 -1.0
C 2.0623 1.9282 -4.2519 -0.2 -0.4 -0.9
H 1.1757 -1.3322 -5.1554 0.3 0.0 0.2
H 2.8924 -0.7978 -5.0072 0.0 0.0 0.0
H 1.7956 -0.0592 -6.1800 0.2 0.2 -0.1
H 2.7285 1.9330 -5.1146 0.4 0.0 0.3
H 2.5559 2.2726 -3.3432 -0.2 -0.2 0.0
H 1.2914 2.6339 -4.5615 -0.3 0.1 0.4
C -4.4869 -1.8413 -0.9221 -1.0 -0.5 0.3
C -3.5974 -0.8414 -1.5650 1.0 -0.1 0.3
O -2.5960 -0.4478 -1.0025 -0.1 0.0 0.1
C -3.9739 -0.2672 -2.8836 0.8 0.3 -0.4
H -5.0918 -2.4306 -1.6113 0.2 0.0 -0.3
H -5.2317 -1.2861 -0.3519 -0.1 0.2 0.2
H -3.9973 -2.5098 -0.2139 0.3 0.2 -0.1
H -3.1107 0.2499 -3.3025 0.1 0.1 0.2
H -4.7033 0.5082 -2.6495 -0.6 -0.3 -0.6
H -4.2163 -1.0332 -3.6202 -0.8 0.2 0.2
C -3.6426 -0.0234 2.8858 0.3 0.8 0.3
C -4.5264 0.5924 3.9292 -1.4 0.2 -0.6
O -5.0908 1.6552 3.7210 0.4 -0.5 0.4
C -4.6311 -0.1520 5.2346 0.3 0.0 0.6
H -2.6999 0.2969 3.3295 0.8 -0.5 -0.2
H -3.6911 0.5268 1.9461 -0.3 -0.3 0.0
H -3.6565 -1.1088 2.7863 0.0 0.2 0.1
H -5.5052 -0.7974 5.3221 -0.1 0.0 -0.5
H -4.7192 0.5134 6.0934 0.1 0.3 -0.2
H -3.7489 -0.7786 5.3659 0.0 -0.1 0.1
C -0.7429 -2.8766 -3.6434 -0.9 -0.8 -0.7
C -0.9037 -4.4073 -3.4942 -0.1 -1.0 -1.6
O -1.0330 -5.1598 -4.4634 0.2 1.5 1.1
C -0.9347 -4.9775 -2.1109 0.0 -0.1 0.5
H 0.2752 -2.5262 -3.4733 -0.3 0.0 0.6
H -1.5320 -2.4039 -3.0587 0.6 0.2 0.8
H -1.0492 -2.5550 -4.6388 0.4 -0.4 -0.4
H -1.1592 -6.0435 -2.0730 0.0 0.1 -0.5
H -1.6967 -4.4746 -1.5155 0.2 0.2 0.1
H 0.0359 -4.8482 -1.6321 0.0 0.3 0.2
C -2.9327 3.6145 1.6765 0.4 -0.3 0.7
C -1.7044 2.9699 2.3717 -0.6 -0.4 -2.3
O -1.1586 2.0402 1.7700 -0.3 1.2 1.6
C -1.1919 3.6240 3.6232 0.2 -0.9 0.2
H -3.6877 2.8994 1.3498 0.2 -0.3 0.2
H -2.5321 4.0525 0.7622 0.0 0.3 0.1
H -3.4272 4.3402 2.3222 0.1 0.2 -0.2
H -1.7314 3.2046 4.4724 -0.2 -0.1 0.1
H -1.3786 4.6967 3.6756 0.2 -0.1 -0.3
H -0.1556 3.3168 3.7641 0.1 0.4 0.0
C 2.5115 4.6706 -0.8280 0.4 0.5 -1.0
C 2.7141 3.3549 -0.1819 -1.1 -2.6 -0.8
O 2.6186 2.2834 -0.8112 0.5 2.1 1.2
C 2.7933 3.3940 1.3165 0.0 0.9 0.8
H 2.4824 4.6057 -1.9157 0.0 -0.3 0.0
H 3.3366 5.3345 -0.5698 -0.1 0.2 0.2
H 1.5643 5.1079 -0.5123 0.0 0.0 0.3
H 2.8264 4.4169 1.6915 0.4 0.3 -0.3
H 3.6396 2.8922 1.7856 -0.3 -0.5 -0.3
H 1.8326 3.0947 1.7355 0.0 -0.8 -0.1
C -0.7033 4.8533 -3.3295 0.2 2.0 0.2
C -1.4153 3.8422 -2.5460 1.4 -2.1 0.4
O -0.8129 3.0529 -1.8260 -0.7 0.8 -0.2
C -2.8690 3.7447 -2.7988 -0.5 -0.7 -0.1
H 0.2162 5.2047 -2.8614 0.2 -0.5 -0.2
H -1.3599 5.7220 -3.2818 -0.1 0.3 -0.5
H -0.5754 4.6014 -4.3823 0.0 -0.2 0.1
H -3.1511 2.7029 -2.6463 -0.2 0.1 0.3
H -3.0894 3.9947 -3.8365 -0.1 0.3 0.1
H -3.4065 4.4013 -2.1145 -0.2 0.0 -0.1
```
Positions in Å, forces in eV/Å.

***

(2)
Here is a molecular structure, C33H67ClN2O3PSbSi from the OMol25 dataset. Energies are from ωB97M-V with the def2-TZVPD basis set.

E_tot: -80654.0427 eV
Multiplicity: 1
Orbital gap: 0.18170 Eh
Charge: 0

XYZ file:
```
109
Properties=species:S:1:pos:R:3:forces:R:3
C -5.9203 0.7267 -3.0985 1.0 -0.1 -0.4
C -4.9403 1.8080 -2.5852 -1.6 -0.9 -0.2
O -4.5321 1.3971 -1.2650 0.6 0.4 0.4
P -3.1779 2.0548 -0.7313 0.5 0.8 -0.6
O -2.6580 3.0881 -1.6508 0.1 0.2 -0.4
C -1.9064 0.7667 -0.5545 -0.5 -0.7 0.4
C -2.1815 -0.5285 -1.3641 0.1 0.7 0.2
Sb -1.0658 -2.1968 -0.3319 0.3 -0.3 -0.2
C 0.1950 -3.6393 0.8327 0.2 -0.3 0.0
C 1.4474 -3.0344 1.4824 -0.3 0.4 -0.1
C 1.2180 -1.9914 2.5912 0.4 -0.5 0.5
C 0.2652 -2.3963 3.6989 0.6 0.3 -0.7
C -0.0153 -3.6939 4.0687 0.4 0.0 -0.5
C -0.8963 -3.9140 5.0978 -0.4 -1.8 0.3
C -1.5150 -2.9091 5.7787 -0.5 0.8 0.7
C -1.2122 -1.6068 5.4386 -0.2 0.4 0.1
C -0.3352 -1.3841 4.4091 0.1 1.1 0.0
C -2.3837 -1.9826 1.4708 -0.9 0.5 0.2
C -3.7548 -1.3926 1.2521 0.2 0.3 0.6
C -4.8684 -2.1323 0.5462 -0.2 0.4 0.1
N -4.0721 -0.2288 1.6902 -0.1 -0.1 -0.2
C -2.3022 -3.7963 -1.2749 0.0 -0.8 -0.1
C -2.2010 -5.1924 -0.6821 -0.7 0.3 0.1
C -2.8791 -5.3803 0.6806 -0.2 -0.5 0.2
Cl -3.1026 -6.3202 -1.8576 0.2 -0.1 -0.1
Si 0.5090 -2.2851 -2.3810 0.4 0.0 -0.3
C -0.3806 -2.1677 -4.0641 0.0 -0.3 0.0
C 1.6217 -3.8314 -2.4582 -0.6 0.1 -0.3
C 1.6667 -0.7634 -2.2769 0.3 -0.4 -0.4
O -3.5685 2.7797 0.6657 0.3 -1.1 -0.1
C -2.5167 2.9136 1.6163 0.3 0.7 0.5
C -1.3409 3.7938 1.1751 0.3 -0.3 0.6
H -5.3735 0.0994 -3.8108 -0.2 -0.1 0.1
H -6.7525 1.1609 -3.6522 -0.1 0.0 0.3
H -6.2347 0.0633 -2.2941 -0.3 0.3 0.0
H -5.4907 2.7443 -2.4945 0.4 0.2 -0.1
H -4.1178 1.8611 -3.2915 0.2 0.4 0.3
H -1.7027 0.5183 0.4921 -0.2 0.1 0.0
H -0.9792 1.1967 -0.9376 -0.1 0.3 0.1
H -3.2469 -0.7348 -1.4768 0.0 0.0 0.2
H -1.7796 -0.3348 -2.3641 -0.1 -0.4 0.0
H 0.0141 -0.8944 0.2897 0.0 0.3 0.1
H 0.5526 -4.4320 0.1630 -0.2 0.1 -0.1
H -0.4691 -4.1367 1.5426 0.1 0.1 0.1
H 2.1197 -3.8018 1.8899 -0.1 -0.1 -0.1
H 2.0201 -2.5461 0.6785 0.0 0.0 0.1
H 0.9051 -1.0138 2.2235 -0.1 -0.2 -0.3
H 2.1927 -1.8300 3.0801 -0.1 0.1 -0.1
H 0.4440 -4.5112 3.5274 -0.1 -0.1 0.1
H -1.1446 -4.9343 5.3787 0.1 0.0 -0.1
H -2.2281 -3.1094 6.5684 0.0 -0.1 0.0
H -1.6470 -0.7421 5.9254 -0.1 -0.2 0.2
H -0.1006 -0.3545 4.1466 0.0 0.0 -0.1
H -2.4615 -2.9081 2.0498 0.1 -0.2 -0.4
H -1.8646 -1.2803 2.1316 0.2 -0.1 -0.1
H -4.7326 -2.0773 -0.5359 0.1 -0.4 0.0
H -5.8026 -1.6052 0.7470 0.1 0.1 0.1
H -5.0014 -3.1570 0.8939 0.2 0.0 -0.2
H -3.2795 0.1869 2.1816 0.0 -0.1 0.0
H -1.9531 -3.8799 -2.3115 0.1 0.2 0.1
H -3.3677 -3.5634 -1.3536 0.1 0.2 0.2
H -1.1925 -5.5968 -0.6515 0.0 0.1 -0.2
H -2.1737 -5.5348 1.5014 0.1 0.2 -0.2
H -3.4979 -6.2777 0.6445 0.1 0.0 0.1
H -3.5403 -4.5621 0.9565 0.1 0.1 -0.2
H -1.4500 -1.9757 -3.9483 0.1 0.1 0.0
H 0.0568 -1.3899 -4.6978 -0.1 0.0 0.0
H -0.2994 -3.1152 -4.6091 0.0 0.1 0.1
H 1.9508 -3.9936 -3.4908 0.3 0.1 0.2
H 2.4601 -3.7644 -1.7628 0.0 -0.2 -0.1
H 1.0016 -4.7031 -2.2213 0.2 0.0 0.2
H 1.7620 -0.4552 -1.2320 0.0 0.2 -0.1
H 1.3124 0.0386 -2.9326 -0.1 0.1 0.3
H 2.6477 -1.0736 -2.6633 0.0 0.1 0.1
H -2.9658 3.3973 2.4867 -0.1 -0.1 -0.1
H -2.1189 1.9593 1.9745 -0.3 -0.1 -0.3
H -0.5629 3.6725 1.9441 -0.1 0.0 0.0
H -1.6112 4.8499 1.1831 0.0 -0.1 -0.4
H -0.8871 3.4768 0.2369 -0.3 0.2 -0.2
C 3.3410 1.0533 0.8423 0.0 0.1 0.1
C 2.3767 2.0899 0.2577 0.1 -0.4 0.2
C 2.8601 2.8702 -0.9516 -0.4 -0.1 0.1
N 3.8683 3.9863 -0.7282 -0.1 0.0 -0.3
C 4.0261 4.6612 -2.0785 0.1 0.2 0.0
C 5.1466 5.6831 -2.1187 0.1 0.1 0.0
C 6.4680 5.0630 -1.6929 0.1 0.0 0.0
C 6.3254 4.4377 -0.3148 0.0 0.1 -0.1
C 5.1905 3.4263 -0.2655 0.2 0.2 0.1
C 3.3243 4.9622 0.2600 0.2 -0.1 0.0
H 4.0572 1.4932 1.5374 0.1 0.0 0.0
H 2.7802 0.3123 1.4122 0.0 0.0 -0.1
H 3.8877 0.5265 0.0582 0.0 0.0 0.0
H 2.0084 2.7444 1.0499 -0.1 0.1 -0.1
H 1.4990 1.5368 -0.0892 0.0 0.1 -0.1
H 1.9993 3.3561 -1.4145 0.1 0.1 -0.1
H 3.2984 2.1954 -1.6880 0.1 0.0 0.0
H 4.2216 3.8667 -2.7996 0.0 0.0 0.1
H 3.0678 5.1212 -2.3157 -0.1 -0.1 0.0
H 5.2309 6.0700 -3.1352 -0.2 -0.1 0.0
H 4.9120 6.5428 -1.4863 0.0 0.0 0.0
H 7.2540 5.8184 -1.6843 0.0 0.0 0.0
H 6.7700 4.2992 -2.4166 0.0 0.0 0.0
H 6.1713 5.2175 0.4361 0.0 0.0 0.0
H 7.2510 3.9302 -0.0401 -0.1 -0.1 0.1
H 5.0570 3.0938 0.7586 -0.1 -0.2 -0.1
H 5.4118 2.5693 -0.9016 -0.1 0.0 0.0
H 3.2666 4.4823 1.2321 -0.1 0.0 0.0
H 2.3370 5.2743 -0.0730 0.0 0.0 0.0
H 3.9854 5.8198 0.3254 0.0 0.0 0.0
```
Positions in Å, forces in eV/Å.